[1]
The following is a quantum chemistry calculation of a molecular structure, C17H20F3O7P2V in a non-equilibrium geometry, from OMol25.

## Properties
- Net charge: +1
- Spin multiplicity: 2
- Expectation value of S²: 0.7665
- HOMO-LUMO gap (spin up / spin down): 6.65 / 7.34 eV
- Relative energy (zero: lowest compared OMol25 entry of this formula, charge and spin): 57.1 kJ/mol

Last column: natural (NBO) charge in e.
Element x y z (Å)
V1 0.553 1.034 -0.518  1.266
C1 1.786 3.212 -2.999  -0.637
C2 1.960 3.597 -1.539  -0.474
O1 2.555 4.885 -1.479  -0.693
P1 0.322 3.811 -0.714  2.369
O2 0.584 4.263 0.753  -0.980
O3 -0.467 4.942 -1.426  -0.949
O4 -0.495 2.517 -0.831  -0.948
P2 2.971 2.406 -0.548  2.347
O5 4.365 2.395 -1.267  -0.964
O6 2.927 2.887 0.852  -1.105
O7 2.318 0.994 -0.787  -0.912
H1 1.227 3.988 -3.521  0.252
H2 1.260 2.262 -3.117  0.225
H3 2.769 3.124 -3.459  0.260
H4 2.982 5.030 -0.622  0.497
H5 1.370 3.807 1.158  0.567
H6 -0.472 5.814 -1.014  0.553
H7 5.140 2.367 -0.694  0.544
C3 0.640 1.599 4.699  -0.586
C4 0.051 0.382 3.970  -0.205
C5 0.797 -0.897 4.382  -0.583
C6 -1.447 0.246 4.283  -0.582
C7 0.210 0.567 2.533  0.336
C8 0.325 0.676 1.324  -0.488
H8 0.566 1.443 5.775  0.224
H9 0.091 2.506 4.447  0.214
H10 1.689 1.739 4.442  0.219
H11 0.678 -1.047 5.455  0.223
H12 1.861 -0.819 4.159  0.219
H13 0.396 -1.767 3.864  0.220
H14 -1.573 0.103 5.357  0.224
H15 -1.877 -0.612 3.767  0.219
H16 -1.993 1.140 3.987  0.218
F1 -3.767 -6.269 -4.481  -0.314
C9 -3.217 -6.411 -3.271  0.968
F2 -2.316 -7.393 -3.365  -0.314
F3 -4.175 -6.823 -2.441  -0.313
C10 -2.575 -5.128 -2.816  -0.097
C11 -2.987 -4.503 -1.648  -0.179
C12 -2.375 -3.327 -1.252  -0.168
C13 -1.354 -2.778 -2.035  -0.129
C14 -0.948 -3.414 -3.214  -0.171
C15 -1.558 -4.589 -3.599  -0.173
C16 -0.728 -1.577 -1.620  0.266
C17 -0.208 -0.542 -1.227  -0.413
H17 -3.776 -4.935 -1.051  0.246
H18 -2.678 -2.831 -0.341  0.231
H19 -0.157 -2.984 -3.812  0.231
H20 -1.250 -5.093 -4.505  0.241



[2]
The following is a quantum chemistry calculation of a molecular structure, C25H36IrNP2S3, from OMol25.

## Properties
- Net charge: +1
- Spin multiplicity: 2
- Expectation value of S²: 1.0730
- HOMO-LUMO gap (spin up / spin down): 5.74 / 6.26 eV
- Relative energy (zero: lowest compared OMol25 entry of this formula, charge and spin): 0.0 kJ/mol

Last column: natural (NBO) charge in e.
Element x y z (Å)
Ir1 0.133 0.042 -0.786  0.426
C1 1.110 3.714 0.394  -0.620
C2 2.152 3.127 -0.562  -0.506
C3 1.932 3.640 -1.988  -0.619
P1 2.109 1.291 -0.408  1.056
C4 3.682 0.554 -1.032  -0.508
C5 4.237 1.205 -2.294  -0.611
C6 3.476 -0.949 -1.218  -0.610
C7 2.174 1.006 1.385  -0.400
C8 3.265 1.301 2.188  -0.171
C9 3.244 1.005 3.544  -0.199
C10 2.125 0.394 4.086  -0.172
C11 1.014 0.114 3.304  -0.250
C12 1.025 0.446 1.952  0.216
N1 -0.069 0.118 1.090  -0.466
C13 -1.396 0.027 1.610  0.227
C14 -1.816 0.796 2.686  -0.232
C15 -3.128 0.702 3.126  -0.179
C16 -4.017 -0.158 2.503  -0.178
C17 -3.610 -0.894 1.397  -0.177
C18 -2.315 -0.782 0.918  -0.387
P2 -1.667 -1.470 -0.639  1.066
C19 -1.157 -3.207 -0.270  -0.522
C20 -2.207 -3.982 0.531  -0.616
C21 0.182 -3.242 0.467  -0.602
C22 -2.899 -1.461 -2.002  -0.522
C23 -2.182 -1.920 -3.276  -0.612
C24 -4.199 -2.242 -1.829  -0.606
H1 1.017 4.785 0.213  0.234
H2 1.380 3.567 1.439  0.218
H3 0.123 3.270 0.228  0.219
H4 3.156 3.417 -0.228  0.228
H5 1.021 3.235 -2.422  0.227
H6 2.757 3.408 -2.656  0.218
H7 1.828 4.725 -1.956  0.229
H8 4.400 0.697 -0.219  0.231
H9 3.552 1.096 -3.138  0.215
H10 5.172 0.712 -2.562  0.231
H11 4.451 2.263 -2.155  0.218
H12 2.759 -1.149 -2.019  0.208
H13 3.113 -1.426 -0.304  0.215
H14 4.420 -1.424 -1.490  0.234
H15 4.145 1.763 1.756  0.222
H16 4.099 1.232 4.165  0.234
H17 2.111 0.124 5.133  0.233
H18 0.165 -0.388 3.744  0.233
H19 -1.133 1.483 3.164  0.237
H20 -3.458 1.314 3.954  0.235
H21 -5.034 -0.241 2.863  0.235
H22 -4.315 -1.548 0.906  0.226
H23 -1.028 -3.671 -1.252  0.239
H24 -2.415 -3.484 1.479  0.216
H25 -1.820 -4.975 0.760  0.231
H26 -3.147 -4.111 0.000  0.218
H27 0.082 -2.840 1.478  0.209
H28 0.958 -2.674 -0.048  0.210
H29 0.519 -4.276 0.551  0.232
H30 -3.133 -0.394 -2.089  0.257
H31 -1.929 -2.981 -3.227  0.208
H32 -1.272 -1.356 -3.478  0.221
H33 -2.849 -1.783 -4.128  0.238
H34 -4.020 -3.306 -1.683  0.209
H35 -4.783 -2.140 -2.744  0.233
H36 -4.816 -1.871 -1.014  0.214
S1 -2.198 3.792 -2.787  0.199
C25 -1.777 2.399 -1.962  -0.605
S2 -0.685 1.247 -2.619  0.002
S3 -2.613 2.335 -0.528  0.063